# 1
{"formula": "C2H6NO2S", "method": "ωB97M-V with the def2-TZVPD basis set", "homo_energy_ev": -4.40, "lumo_energy_ev": 3.640, "e_tot_ev": -18593.8097, "charge": -1, "relative_energy_kcal_mol": 9.9, "symbols": ["N", "C", "O", "O", "H", "H", "C", "S", "H", "H", "H", "H"], "coordinates": [[-1.590, -1.854, 1.123], [-1.023, -0.735, 0.446], [-0.648, 0.182, 1.215], [-0.978, -0.797, -0.795], [-1.663, -2.706, 0.592], [-1.326, -1.899, 2.096], [1.087, 1.526, -1.217], [2.272, 0.849, -0.005], [0.946, 0.801, -2.007], [0.152, 1.677, -0.704], [1.475, 2.465, -1.609], [1.296, 0.490, 0.865]], "mulliken_charge": [-0.539, 0.700, -0.806, -0.717, 0.192, 0.209, -0.663, -0.301, 0.231, 0.231, 0.293, 0.168]}

***

# 2
{"formula": "C34H33N2NdOP3SeTe", "method": "ωB97M-V with the def2-TZVPD basis set", "multiplicity": 4, "homo_energy_ev": [-8.97, -8.98], "lumo_energy_ev": [-3.799, -3.651], "s2": 3.7548, "e_tot_ev": -156597.5487, "charge": 1, "relative_energy_kcal_mol": 8.3, "symbols": ["Nd", "Te", "C", "C", "C", "N", "C", "C", "C", "P", "C", "C", "C", "C", "C", "C", "C", "C", "C", "C", "C", "C", "P", "C", "C", "C", "C", "C", "C", "C", "C", "C", "C", "C", "C", "H", "H", "H", "H", "H", "H", "H", "H", "H", "H", "H", "H", "H", "H", "H", "H", "H", "H", "H", "H", "H", "H", "H", "H", "C", "P", "C", "C", "O", "H", "H", "H", "H", "H", "H", "H", "H", "H", "Se", "C", "N"], "coordinates": [[-1.301, -1.540, -0.725], [2.257, 2.442, -1.594], [3.666, 2.617, 0.052], [3.287, 2.493, 1.377], [4.264, 2.565, 2.364], [5.552, 2.787, 2.059], [5.915, 2.886, 0.768], [4.999, 2.820, -0.265], [1.173, 0.906, -0.690], [1.606, -0.763, -0.902], [0.915, -1.544, 0.655], [0.505, -2.918, 0.566], [-0.424, -3.451, 1.455], [-0.629, -2.766, 2.641], [-0.079, -1.521, 2.918], [0.713, -0.919, 1.937], [3.403, -0.985, -0.670], [4.245, -1.204, -1.770], [5.549, -1.681, -1.588], [6.055, -1.905, -0.288], [5.248, -1.612, 0.796], [3.936, -1.240, 0.619], [-0.537, 1.287, -0.707], [-0.864, 2.598, 0.440], [-1.775, 2.359, 1.494], [-2.171, 3.346, 2.334], [-1.610, 4.614, 2.184], [-0.663, 4.887, 1.195], [-0.358, 3.889, 0.285], [-0.979, 2.028, -2.376], [-0.626, 1.372, -3.598], [-1.329, 1.686, -4.758], [-2.134, 2.841, -4.788], [-2.319, 3.613, -3.641], [-1.719, 3.230, -2.445], [2.242, 2.405, 1.594], [4.048, 2.449, 3.431], [6.996, 3.024, 0.560], [5.347, 2.967, -1.302], [1.063, -3.529, -0.155], [-0.973, -4.377, 1.237], [-1.290, -3.212, 3.422], [-0.335, -1.009, 3.879], [1.091, 0.077, 2.107], [3.798, -1.043, -2.760], [6.185, -1.840, -2.453], [7.063, -2.319, -0.179], [5.647, -1.690, 1.794], [3.321, -1.102, 1.518], [-2.270, 1.401, 1.515], [-2.919, 3.189, 3.137], [-1.974, 5.425, 2.850], [-0.275, 5.897, 1.147], [0.305, 4.137, -0.521], [0.188, 0.648, -3.587], [-1.238, 1.096, -5.654], [-2.610, 3.097, -5.728], [-2.932, 4.507, -3.647], [-1.831, 3.848, -1.552], [-5.023, -3.444, -1.022], [-4.502, -2.831, 0.588], [-5.674, -1.698, 1.414], [-4.181, -4.256, 1.636], [-3.201, -1.907, 0.531], [-6.028, -3.928, -0.890], [-4.263, -4.123, -1.401], [-5.098, -2.594, -1.710], [-6.638, -2.174, 1.530], [-5.795, -0.848, 0.704], [-5.221, -1.348, 2.361], [-5.142, -4.623, 2.081], [-3.439, -4.041, 2.413], [-3.845, -5.098, 1.055], [-1.896, -6.232, -1.306], [-1.335, -4.658, -1.932], [-1.137, -3.460, -2.036]], "mulliken_spin": [3.005, 0.000, 0.000, 0.000, 0.000, 0.000, 0.000, 0.000, -0.006, 0.004, 0.006, -0.013, 0.003, 0.002, 0.001, -0.001, 0.000, 0.000, 0.000, 0.000, 0.000, 0.000, -0.002, 0.001, -0.001, 0.000, 0.000, 0.000, 0.000, -0.002, 0.001, 0.000, 0.000, 0.000, 0.001, 0.000, 0.000, 0.000, 0.000, 0.001, -0.001, 0.000, 0.000, 0.000, 0.000, 0.000, 0.000, 0.000, -0.001, 0.000, 0.000, 0.000, 0.000, 0.000, 0.000, 0.000, 0.000, 0.000, 0.000, 0.001, -0.001, 0.000, 0.000, 0.004, 0.000, 0.000, 0.000, 0.000, 0.000, 0.000, 0.000, 0.000, 0.000, 0.002, 0.004, -0.009]}

***

# 3
{"formula": "C20H16IN9O2Ta", "method": "ωB97M-V with the def2-TZVPD basis set", "homo_energy_ev": -17.09, "lumo_energy_ev": -10.950, "e_tot_ev": -48130.3401, "charge": 3, "relative_energy_kcal_mol": 7.8, "symbols": ["Ta", "C", "C", "N", "C", "C", "C", "O", "C", "C", "N", "C", "C", "C", "C", "C", "C", "I", "C", "O", "H", "H", "H", "H", "H", "H", "H", "H", "H", "H", "H", "H", "N", "C", "C", "C", "N", "C", "N", "N", "C", "N", "N", "C", "N", "H", "H", "H", "H"], "coordinates": [[-0.633, 1.227, -0.098], [2.925, 1.184, -3.035], [2.456, -0.161, -2.589], [3.055, -1.250, -3.106], [2.675, -2.464, -2.745], [1.637, -2.761, -1.843], [1.326, -4.216, -1.604], [0.698, -4.393, -0.341], [0.999, -1.650, -1.284], [-0.077, -1.780, -0.322], [-0.720, -0.873, 0.389], [-1.565, -1.488, 1.435], [-1.287, -2.760, 1.941], [-2.129, -3.355, 2.867], [-3.251, -2.694, 3.341], [-3.504, -1.398, 2.922], [-2.649, -0.828, 1.991], [-2.985, 1.160, 1.566], [1.455, -0.399, -1.683], [0.744, 0.653, -1.104], [3.835, 1.456, -2.497], [2.182, 1.964, -2.878], [3.171, 1.136, -4.093], [3.214, -3.283, -3.210], [2.264, -4.771, -1.654], [0.684, -4.577, -2.416], [0.760, -5.322, -0.096], [-0.368, -2.807, -0.160], [-0.398, -3.303, 1.650], [-1.890, -4.345, 3.231], [-3.909, -3.163, 4.060], [-4.348, -0.850, 3.319], [-1.865, 1.391, -1.593], [-2.446, 1.484, -2.646], [-3.072, 1.560, -3.810], [-4.405, 2.073, -3.851], [-5.488, 2.455, -3.852], [-2.334, 1.095, -4.948], [-1.736, 0.670, -5.832], [1.734, 4.113, 4.754], [1.838, 4.752, 3.607], [2.399, 5.932, 3.491], [1.358, 4.196, 2.462], [0.792, 3.329, 1.851], [0.253, 2.535, 1.115], [2.085, 4.511, 5.614], [1.295, 3.210, 4.809], [2.777, 6.428, 4.287], [2.447, 6.378, 2.587]], "mulliken_charge": [0.379, -1.310, 0.508, -0.456, -0.727, 0.003, -0.737, -0.506, -0.186, -0.366, -0.334, 0.170, -0.346, -0.861, -0.644, -0.716, 0.849, 0.204, 0.815, -0.207, 0.307, 0.351, 0.390, 0.443, 0.528, 0.371, 0.327, 1.408, 0.579, 0.430, 0.439, 0.396, -0.374, 1.080, 0.264, -0.124, -0.218, -0.087, -0.231, -0.282, 0.593, -0.310, -0.248, 0.971, -0.472, 0.252, 0.204, 0.230, 0.250]}

***

# 4
{"formula": "C5H6O", "method": "ωB97M-V with the def2-TZVPD basis set", "homo_energy_ev": -8.34, "lumo_energy_ev": 1.022, "e_tot_ev": -7327.4171, "relative_energy_kcal_mol": 43.1, "symbols": ["C", "C", "C", "C", "C", "O", "H", "H", "H", "H", "H", "H"], "coordinates": [[0.264, -0.503, 1.863], [0.510, -0.062, 0.644], [0.670, -0.792, -0.597], [-0.025, -0.098, -1.498], [-0.616, 1.054, -0.794], [0.079, 1.200, 0.411], [-0.005, 0.174, 2.657], [0.505, -1.529, 2.049], [1.140, -1.763, -0.687], [-0.244, -0.364, -2.520], [-1.606, 0.632, -0.294], [-0.671, 2.050, -1.233]], "mulliken_charge": [-0.826, 0.399, -0.296, -0.441, -0.327, -0.354, 0.276, 0.267, 0.385, 0.404, 0.234, 0.279]}

***

# 5
{"formula": "C5H5NO", "method": "ωB97M-V with the def2-TZVPD basis set", "homo_energy_ev": -9.25, "lumo_energy_ev": 0.846, "e_tot_ev": -8798.4358, "relative_energy_kcal_mol": 114.9, "symbols": ["N", "C", "C", "O", "C", "C", "C", "H", "H", "H", "H", "H"], "coordinates": [[-1.793, -1.861, -1.474], [-1.519, -0.938, -0.833], [-1.132, 0.228, -0.026], [-0.792, -0.101, 1.333], [0.383, 0.684, 1.294], [1.299, -0.228, -0.031], [0.261, 0.809, -0.230], [-1.929, 0.977, -0.050], [1.413, -0.065, 1.304], [2.309, 0.070, -0.306], [1.035, -1.274, -0.165], [0.465, 1.698, -0.816]], "mulliken_charge": [-0.410, -0.008, 0.144, -0.311, -0.227, -0.687, -0.189, 0.358, 0.257, 0.363, 0.323, 0.390]}

***

# 6
{"formula": "C3H6N4O", "method": "ωB97M-V with the def2-TZVPD basis set", "homo_energy_ev": -9.14, "lumo_energy_ev": 0.369, "e_tot_ev": -11212.5368, "relative_energy_kcal_mol": 97.8, "symbols": ["N", "C", "C", "N", "N", "C", "N", "O", "H", "H", "H", "H", "H", "H"], "coordinates": [[-0.830, 1.620, -0.259], [-0.712, 0.292, 0.322], [-1.552, -0.936, -0.100], [-0.826, -1.976, -0.189], [0.573, -1.691, -0.130], [0.583, -0.419, 0.040], [1.663, 0.405, -0.139], [2.892, -0.310, -0.077], [-1.819, 1.977, 0.006], [-0.617, 1.744, -1.254], [-0.949, 0.335, 1.356], [-2.673, -1.043, -0.113], [1.711, 1.198, 0.510], [2.556, -1.196, 0.025]], "mulliken_charge": [-0.601, 0.442, -0.357, -0.514, -0.479, 0.226, -0.102, -0.431, 0.256, 0.230, 0.326, 0.345, 0.263, 0.394]}

***

# 7
{"formula": "C12H20Cl4O4", "method": "ωB97M-V with the def2-TZVPD basis set", "homo_energy_ev": -9.68, "lumo_energy_ev": 0.390, "e_tot_ev": -71046.8788, "relative_energy_kcal_mol": 54.8, "symbols": ["O", "C", "C", "C", "C", "O", "H", "H", "H", "H", "H", "H", "O", "C", "C", "C", "C", "O", "H", "H", "H", "H", "H", "H", "Cl", "C", "C", "Cl", "H", "H", "H", "H", "Cl", "C", "C", "Cl", "H", "H", "H", "H"], "coordinates": [[11.177, 17.777, -12.905], [10.589, 18.603, -13.584], [10.320, 20.051, -13.248], [9.064, 20.246, -14.174], [9.535, 19.544, -15.378], [9.982, 18.344, -14.738], [9.985, 20.165, -12.218], [11.148, 20.699, -13.537], [8.085, 19.968, -13.782], [8.992, 21.312, -14.392], [8.867, 19.172, -16.155], [10.249, 20.102, -15.984], [15.970, 18.328, -3.437], [14.775, 18.219, -3.765], [13.992, 16.961, -3.704], [12.521, 17.464, -3.684], [12.649, 18.935, -4.110], [14.107, 19.266, -3.969], [14.456, 16.328, -4.459], [14.126, 16.600, -2.684], [12.002, 16.897, -4.457], [11.988, 17.366, -2.738], [12.328, 19.145, -5.130], [12.082, 19.631, -3.491], [11.980, 12.216, -15.619], [13.067, 13.015, -14.531], [14.069, 12.035, -14.046], [15.124, 12.374, -12.648], [12.404, 13.210, -13.688], [13.496, 13.931, -14.938], [14.727, 11.815, -14.887], [13.559, 11.141, -13.688], [8.897, 15.663, -8.082], [9.483, 14.247, -8.942], [9.895, 13.070, -7.995], [10.013, 11.686, -9.082], [10.348, 14.620, -9.490], [8.770, 13.937, -9.706], [9.137, 12.901, -7.231], [10.947, 13.168, -7.727]], "mulliken_charge": [-0.616, 0.595, -0.390, -0.521, -0.346, -0.350, 0.269, 0.272, 0.286, 0.291, 0.276, 0.234, -0.656, 0.503, -0.278, -0.472, -0.349, -0.331, 0.345, 0.176, 0.198, 0.334, 0.265, 0.264, -0.185, -0.279, -0.509, -0.200, 0.227, 0.326, 0.319, 0.302, -0.209, -0.465, -0.312, -0.198, 0.288, 0.330, 0.318, 0.249]}